{"formula": "C34H27BrN7O6V", "method": "the ωB97M-V functional and the def2-TZVPD basis", "symbols": ["C", "C", "V", "O", "N", "C", "C", "H", "C", "C", "H", "C", "C", "H", "H", "C", "C", "C", "C", "N", "N", "H", "C", "C", "H", "H", "H", "C", "H", "H", "C", "H", "C", "Br", "N", "N", "H", "H", "H", "H", "C", "C", "C", "C", "O", "C", "H", "C", "H", "H", "H", "C", "H", "O", "C", "N", "N", "C", "C", "H", "H", "C", "H", "H", "H", "C", "C", "C", "H", "H", "C", "O", "C", "O", "O", "C"], "coordinates": [[-3.58, -0.86, 1.79], [-4.31, -1.03, -0.61], [1.54, -0.02, 0.93], [4.63, -1.96, 2.51], [1.75, -1.57, -1.41], [2.41, 1.65, 3.32], [3.36, 0.50, 3.24], [3.21, -2.45, -3.46], [1.77, -4.98, 1.53], [0.57, 3.63, 3.37], [1.96, -6.05, 1.51], [-0.48, -3.60, -3.54], [-2.36, -0.32, 1.69], [1.21, 7.11, -2.10], [1.79, 4.57, 4.86], [-0.04, -2.79, -2.50], [1.07, 3.32, -1.39], [1.69, 4.18, -0.49], [0.50, -4.49, 1.26], [2.98, -1.39, -1.18], [-0.46, 1.50, -0.81], [-1.18, 2.16, -1.07], [1.67, 3.72, 4.20], [1.17, 6.05, -1.90], [0.04, -4.64, -5.34], [2.40, -3.90, -5.29], [-0.38, 2.43, 1.85], [2.18, -2.78, -3.49], [-7.40, -0.73, -1.94], [-1.51, -3.91, -3.56], [-6.94, -0.58, 0.15], [1.27, 1.25, -1.97], [1.72, -3.59, -4.51], [-1.16, -0.50, 3.13], [-0.68, 0.72, 0.28], [1.36, 1.56, 2.52], [-7.96, -0.41, 0.45], [2.25, 6.20, -0.05], [-6.19, -0.50, 2.15], [-0.19, 4.40, 3.35], [2.62, 2.71, 4.18], [0.93, 1.85, -1.11], [0.51, 3.85, -2.56], [0.29, -3.12, 1.28], [4.33, 0.40, 3.93], [0.56, 5.21, -2.81], [-3.85, -1.33, 2.73], [1.75, 5.54, -0.74], [3.51, 2.72, 4.80], [2.15, 3.77, 0.40], [-3.29, -1.25, -0.91], [1.29, -2.40, -2.50], [3.80, -4.41, 2.06], [1.71, 1.49, -0.01], [-1.91, 0.47, 0.55], [1.27, -2.27, 1.60], [2.87, -0.44, 2.32], [3.49, -1.71, 2.25], [2.79, -4.10, 1.84], [-0.67, -2.69, 1.05], [-2.69, 0.86, -0.09], [-5.94, -0.63, 1.11], [0.11, 5.59, -3.72], [-5.06, -1.15, -2.61], [-0.32, -5.15, 1.02], [-5.31, -0.99, -1.57], [0.39, -4.00, -4.54], [0.45, 2.54, 2.53], [-0.70, -2.46, -1.71], [0.09, 2.14, -3.38], [2.48, -2.75, 1.87], [0.86, -1.00, -0.63], [-6.62, -0.76, -1.19], [3.15, -0.63, -0.16], [-0.14, 3.07, -3.48], [-4.61, -0.83, 0.74]], "mulliken_charge": [-1.092, -0.060, -0.295, -0.558, 1.460, 0.554, -0.388, 0.519, -0.453, -0.852, 0.460, -0.915, 0.118, 0.389, 0.460, 0.073, 0.666, -0.358, -0.858, -0.907, -0.030, 0.398, -0.460, -0.420, 0.418, 0.411, 0.452, -0.503, 0.391, 0.423, -0.562, 0.214, -0.652, -0.027, 0.822, 0.809, 0.393, 0.442, 0.442, 0.494, -0.604, -0.405, 0.467, -0.236, -0.589, -0.685, 0.487, -1.043, 0.567, 0.437, 0.647, 0.334, 0.556, -0.466, -0.869, 0.334, 0.450, -0.048, -0.813, 0.448, 0.700, -0.590, 0.464, 0.412, 0.485, -0.771, -0.483, -0.387, 0.302, 0.320, 0.518, 0.454, -0.422, -0.100, -0.650, 0.365], "orbital_gap_ev": [6.7, 7.3], "multiplicity": 2, "e_homo_ev": [-11.01, -11.02], "e_tot_ev": -154134.7601, "relative_energy_kcal_mol": 37.8, "charge": 1}